[1]
Below is an isolated molecule of C3H9N in a non-equilibrium geometry, with properties calculated with the ωB97M-V functional and the def2-TZVPD basis.

Spin multiplicity: 1
Max |F|, eV/Å: 1.76
SMILES: CCNC
E_tot, eV: -4746.2401

Last columns: bonded neighbours and bond lengths (Å).
CARTESIAN COORDINATES (ANGSTROEM)
1 N -0.07 -0.67 0.16  C2 1.451, C3 1.484, H13 1.012
2 C -0.04 0.76 -0.09  N1 1.451, C4 1.517, H5 1.081, H8 1.100
3 C -0.89 -1.46 -0.80  N1 1.484, H6 1.097, H7 1.087, H11 1.099
4 C 0.97 1.37 0.87  C2 1.517, H9 1.089, H10 1.094, H12 1.083
5 H -1.03 1.15 0.11  C2 1.081
6 H -0.62 -1.18 -1.82  C3 1.097
7 H -0.84 -2.44 -0.34  C3 1.087
8 H 0.15 0.95 -1.16  C2 1.100
9 H 0.92 0.71 1.74  C4 1.089
10 H 1.97 1.19 0.48  C4 1.094
11 H -1.96 -1.21 -0.82  C3 1.099
12 H 0.86 2.41 1.15  C4 1.083
13 H 0.82 -1.14 0.06  N1 1.012

Atomic partial charges in e from the Mulliken method, atoms 1 to 5: number 1, N, carries -0.402; number 2, C, carries -0.243; number 3, C, carries -0.948; number 4, C, carries -1.177; number 5, H, carries 0.301



[2]
Below is a 2-piece molecular cluster, C15H18 overall in a non-equilibrium geometry, with properties calculated with the ωB97M-V functional and the def2-TZVPD basis.

Spin multiplicity: 1
Max |F|, eV/Å: 1.66
SMILES: CCc1ccccc1.Cc1ccccc1
E_tot, eV: -15846.4982

Last columns: bonded neighbours and bond lengths (Å).
CARTESIAN COORDINATES (ANGSTROEM)
1 C 1.82 0.09 1.62  C5 1.397, C13 1.383, H25 1.090
2 C -3.33 1.07 -0.46  C10 1.397, C14 1.383, H26 1.079
3 C 1.42 -0.29 -2.08  C4 1.529, H20 1.091, H23 1.090, H27 1.090
4 C 0.57 0.97 -2.25  C3 1.529, C7 1.506, H16 1.093, H33 1.091
5 C 2.88 -0.78 1.34  C1 1.397, C8 1.382, H29 1.083
6 C -1.54 -0.12 -1.49  C7 1.397, C10 1.386, H21 1.078
7 C -0.71 1.00 -1.47  C4 1.506, C6 1.397, C15 1.401
8 C 2.60 -2.12 1.18  C5 1.382, C9 1.403, H18 1.083
9 C 1.27 -2.58 1.14  C8 1.403, C11 1.377, H32 1.089
10 C -2.81 -0.13 -0.94  C2 1.397, C6 1.386, H30 1.079
11 C 0.25 -1.70 1.41  C9 1.377, C13 1.411, H28 1.078
12 C -0.60 0.45 2.37  C13 1.506, H17 1.092, H22 1.088, H24 1.084
13 C 0.53 -0.37 1.79  C1 1.383, C11 1.411, C12 1.506
14 C -2.50 2.18 -0.45  C2 1.383, C15 1.390, H31 1.090
15 C -1.14 2.08 -0.68  C7 1.401, C14 1.390, H19 1.082
16 H 0.27 1.02 -3.30  C4 1.093
17 H -1.49 0.42 1.75  C12 1.092
18 H 3.40 -2.81 0.93  C8 1.083
19 H -0.45 2.86 -0.39  C15 1.082
20 H 1.16 -1.12 -2.73  C3 1.091
21 H -1.12 -1.07 -1.80  C6 1.078
22 H -0.26 1.47 2.52  C12 1.088
23 H 2.47 -0.08 -2.23  C3 1.090
24 H -0.84 0.03 3.34  C12 1.084
25 H 2.02 1.13 1.86  C1 1.090
26 H -4.33 1.20 -0.07  C2 1.079
27 H 1.39 -0.73 -1.08  C3 1.090
28 H -0.79 -1.98 1.38  C11 1.078
29 H 3.84 -0.37 1.07  C5 1.083
30 H -3.32 -1.07 -0.82  C10 1.079
31 H -2.97 3.14 -0.23  C14 1.090
32 H 1.14 -3.60 0.80  C9 1.089
33 H 1.20 1.84 -2.02  C4 1.091

Atomic partial charges in e from the Mulliken method, atoms 1 to 5: number 1, C, carries -0.262; number 2, C, carries -0.332; number 3, C, carries -0.948; number 4, C, carries -0.689; number 5, C, carries -0.667



[3]
Below is a 2-piece molecular cluster, C3H8NP overall in a non-equilibrium geometry, with properties calculated with the ωB97M-V functional and the def2-TZVPD basis.

Spin multiplicity: 1
Max |F|, eV/Å: 4.76
E_tot, eV: -14013.9778

Last columns: bonded neighbours and bond lengths (Å).
CARTESIAN COORDINATES (ANGSTROEM)
1 P -2.27 -0.40 -0.08  N2 1.585, H6 1.548, H12 1.455
2 N -1.54 0.97 0.24  P1 1.585, H10 1.010
3 C 0.74 0.65 0.48  C4 1.428, C5 1.396, H13 1.035
4 C 1.29 0.29 -0.79  C3 1.428, C5 1.515, H7 1.181, H9 0.998
5 C 1.10 -0.69 0.35  C3 1.396, C4 1.515, H8 1.217, H11 1.197
6 H -1.67 -0.57 -1.49  P1 1.548
7 H 0.51 0.34 -1.68  C4 1.181
8 H 0.26 -1.51 0.04  C5 1.217
9 H 2.21 0.61 -0.96  C4 0.998
10 H -1.84 1.52 1.03  N2 1.010
11 H 2.00 -1.20 0.96  C5 1.197
12 H -1.63 -1.43 0.73  P1 1.455
13 H 0.85 1.41 1.16  C3 1.035

Atomic partial charges in e from the Mulliken method, atoms 1 to 5: number 1, P, carries -0.033; number 2, N, carries -0.495; number 3, C, carries 0.026; number 4, C, carries -0.517; number 5, C, carries -0.349



[4]
Below is an isolated molecule of C4H9N in a non-equilibrium geometry, with properties calculated with the ωB97M-V functional and the def2-TZVPD basis.

Spin multiplicity: 1
Max |F|, eV/Å: 3.77
SMILES: C=C(C)NC
E_tot, eV: -5781.7339

Last columns: bonded neighbours and bond lengths (Å).
CARTESIAN COORDINATES (ANGSTROEM)
1 N 0.68 0.36 0.64  C2 1.515, C4 1.409, H6 0.980
2 C -0.10 0.06 1.90  N1 1.515, H7 1.178, H13 1.106, H14 1.145
3 C -0.45 -1.21 -0.79  C4 1.523, H9 1.079, H11 1.166, H12 1.054
4 C 0.04 0.22 -0.60  N1 1.409, C3 1.523, C5 1.400
5 C 0.28 1.18 -1.59  C4 1.400, H8 1.199, H10 1.066
6 H 1.29 1.13 0.63  N1 0.980
7 H -0.52 -1.03 1.72  C2 1.178
8 H 0.61 0.77 -2.67  C5 1.199
9 H -1.52 -1.17 -0.62  C3 1.079
10 H 0.40 2.23 -1.43  C5 1.066
11 H -0.24 -1.72 -1.82  C3 1.166
12 H 0.03 -1.75 -0.02  C3 1.054
13 H 0.45 0.11 2.86  C2 1.106
14 H -0.96 0.81 1.80  C2 1.145

Atomic partial charges in e from the Mulliken method, atoms 1 to 5: number 1, N, carries -0.335; number 2, C, carries -0.680; number 3, C, carries -1.109; number 4, C, carries 0.595; number 5, C, carries -0.910



[5]
Below is a 2-piece molecular cluster, C5H9Cl3FO2S overall, with properties calculated with the ωB97M-V functional and the def2-TZVPD basis.

Spin multiplicity: 1
Total charge: +1
Max |F|, eV/Å: 0.94
E_tot, eV: -60537.1079

Last columns: bonded neighbours and bond lengths (Å).
CARTESIAN COORDINATES (ANGSTROEM)
1 Cl -1.68 -3.75 2.40  C9 1.764
2 Cl -3.09 -1.60 3.76  C9 1.756
3 Cl -0.20 -1.84 4.01  C9 1.766
4 S 0.65 -1.12 -0.60  O6 1.565, C10 1.803, H20 1.354
5 F 1.55 0.12 -3.12  C12 1.352
6 O -0.40 -0.06 -0.12  S4 1.565, C8 1.489
7 O 3.68 0.47 -2.60  C12 1.167
8 C -0.76 1.15 -0.90  O6 1.489, C11 1.502, H18 1.091, H19 1.089
9 C -1.60 -2.08 2.96  Cl1 1.764, Cl2 1.756, Cl3 1.766, H13 1.082
10 C 2.21 -0.25 -0.86  S4 1.803, C12 1.524, H14 1.093, H17 1.095
11 C -1.28 2.18 0.05  C8 1.502, H15 1.090, H16 1.091, H21 1.088
12 C 2.59 0.21 -2.26  F5 1.352, O7 1.167, C10 1.524
13 H -1.47 -1.44 2.09  C9 1.082
14 H 2.98 -0.93 -0.50  C10 1.093
15 H -0.57 2.37 0.86  C11 1.090
16 H -1.42 3.11 -0.50  C11 1.091
17 H 2.16 0.60 -0.18  C10 1.095
18 H -1.52 0.81 -1.62  C8 1.091
19 H 0.12 1.48 -1.45  C8 1.089
20 H 0.29 -1.32 -1.89  S4 1.354
21 H -2.24 1.89 0.47  C11 1.088

Atomic partial charges in e from the Mulliken method, atoms 1 to 5: number 1, Cl, carries -0.119; number 2, Cl, carries -0.106; number 3, Cl, carries -0.118; number 4, S, carries 0.337; number 5, F, carries -0.205



[6]
Below is a 2-piece molecular cluster, Cl2H2Si overall in a non-equilibrium geometry, with properties calculated with the ωB97M-V functional and the def2-TZVPD basis.

Spin multiplicity: 1
Max |F|, eV/Å: 1.81
E_tot, eV: -32954.2640

Last columns: bonded neighbours and bond lengths (Å).
CARTESIAN COORDINATES (ANGSTROEM)
1 Cl 0.08 -0.24 1.26  Si3 2.070
2 Cl -1.57 -0.40 -3.38  H5 1.346
3 Si 1.94 0.61 0.95  Cl1 2.070, H4 1.604
4 H 1.23 1.99 1.33  Si3 1.604
5 H -2.28 -1.18 -4.21  Cl2 1.346

How positive or negative is each atom? The Mulliken charges in e answer that: number 1, Cl, carries -0.185; number 2, Cl, carries -0.256; number 3, Si, carries 0.238; number 4, H, carries -0.053; number 5, H, carries 0.256